Entry 1:
C2H5N3OS in the gas phase, computed with ωB97M-V with the def2-TZVPD basis set.

The calculation puts the energy above the lowest of the compared OMol25 structures with the same formula, charge and spin at 54.02 kcal/mol. For the gap between HOMO and LUMO, the calculation gives 10.5 eV. The HOMO energy comes out at -9.86 eV. For the largest force on an atom, the calculation gives 1.79 eV/Å. As for the spin multiplicity: 1. As for the SMILES: [H]/N=C(/NN)SC=O.

The geometry in XYZ format:
```
12
C2H5N3OS ωB97M-V with the def2-TZVPD basis set
C -0.74773 -0.75242 -0.05232
C 1.95352 -0.15303 -0.38062
H -0.60099 1.15216 1.56016
H 0.36100 1.90333 0.44311
H -1.84923 0.78434 -0.62894
H -1.43033 -2.53688 -0.17907
H 1.43366 0.38152 -1.17550
N -0.54934 1.55040 0.60977
N -0.88667 0.59722 -0.35659
N -1.70293 -1.57463 -0.30411
O 3.12930 -0.13826 -0.23397
S 0.88974 -1.21373 0.69809
```

Entry 2:
A molecular structure, C4H11AlBF7NO2P, computed with ωB97M-V with the def2-TZVPD basis set.

For the gap between HOMO and LUMO, the calculation gives 7.0 eV. The HOMO energy comes out at -9.95 eV. For the largest force on an atom, the calculation gives 4.02 eV/Å. As for the spin multiplicity: 1.

The geometry in XYZ format:
```
28
C4H11AlBF7NO2P ωB97M-V with the def2-TZVPD basis set
N 4.99157 -0.86383 1.11416
B 4.39892 0.10113 0.17021
O 5.26036 0.67558 -0.84638
P 2.57281 0.72305 0.18225
C 1.69187 0.54259 1.84862
C 0.25905 -0.13313 1.51825
O -0.56271 0.72934 0.71751
C -1.42767 -0.00725 -0.16926
C -2.34953 -1.08976 0.53792
F -1.74047 -2.33594 0.77004
F -2.97191 -0.56270 1.69368
F -3.40070 -1.33616 -0.37073
H 4.36025 -1.06346 1.91171
H 5.25622 -1.73564 0.63480
H 4.92371 0.42998 -1.73944
H 2.62704 2.13329 -0.13965
H 1.77120 0.09935 -0.84082
H 1.56460 1.58312 2.30525
H 2.28558 -0.06144 2.61820
H -0.29529 -0.27908 2.51670
H 0.47426 -1.15415 1.06008
H -2.14465 0.76486 -0.63387
H -0.86811 -0.45969 -1.06773
F -5.17308 -0.76419 -3.79737
Al -5.33818 0.66024 -2.75967
F -3.75706 1.45425 -2.59375
F -5.91190 0.16282 -1.16072
F -6.49617 1.78682 -3.47996
```

Entry 3:
13 unconnected molecules or ions with the total composition C45H90O19S6, computed with ωB97M-V with the def2-TZVPD basis set.

The calculation puts the energy above the lowest of the compared OMol25 structures with the same formula, charge and spin at 0.00 kcal/mol. For the gap between HOMO and LUMO, the calculation gives 9.3 eV. The HOMO energy comes out at -9.49 eV. For the largest force on an atom, the calculation gives 3.25 eV/Å. As for the spin multiplicity: 1.

The geometry in XYZ format:
```
160
C45H90O19S6 ωB97M-V with the def2-TZVPD basis set
C -5.85135 -1.82829 -1.77512
C -4.66104 -1.86845 -0.77448
C -3.42886 -2.40599 -1.48807
S -4.07715 -3.70745 -2.46676
O -4.35706 -4.83695 -1.61374
O -3.27603 -3.86588 -3.63613
C -5.56488 -2.86580 -2.82650
H -5.88244 -0.84208 -2.24587
H -6.80087 -1.99431 -1.17804
H -4.84216 -2.57969 0.00187
H -4.54509 -0.89705 -0.34146
H -2.60872 -2.86561 -0.87289
H -2.92536 -1.69944 -2.15362
H -6.27825 -3.69483 -2.81150
H -5.53376 -2.38846 -3.78635
C -0.05286 2.24819 7.37447
C 1.25803 1.67842 7.78752
C 2.06815 1.23933 6.54723
S 1.27051 1.95850 5.10135
O 0.42818 0.98490 4.41104
O 2.19944 2.76197 4.33091
C 0.28518 3.02672 6.05807
H -0.47006 2.83052 8.20260
H -0.78724 1.49966 7.05612
H 1.13824 0.87488 8.53003
H 1.76314 2.50579 8.31552
H 1.97106 0.16016 6.28742
H 3.12115 1.46633 6.52284
H -0.55906 3.29802 5.48203
H 0.84033 3.93222 6.26628
C -0.98730 4.05733 0.36248
C -2.28624 4.86433 0.29041
C -2.48075 5.48729 1.70485
S -2.23000 4.20293 2.79291
O -3.46346 3.45242 3.01341
O -1.47870 4.67256 3.93435
C -1.12120 3.32701 1.73336
H -0.13172 4.75021 0.34786
H -0.97438 3.29556 -0.42574
H -3.13761 4.26253 0.02349
H -2.30820 5.63404 -0.47253
H -3.48522 5.87109 1.88672
H -1.68374 6.24578 1.82582
H -1.57853 2.35091 1.61393
H -0.19070 3.00642 2.25271
C 1.17839 -2.86802 2.90109
C 2.67862 -3.13667 2.49638
C 2.73478 -4.62760 2.18357
S 1.55435 -5.43277 3.23265
O 2.21918 -6.02373 4.36616
O 0.65292 -6.20529 2.39569
C 0.76881 -3.95572 3.87769
H 0.48515 -2.85875 2.06456
H 1.13178 -1.85301 3.31551
H 3.22274 -2.91149 3.37610
H 3.00777 -2.55472 1.62404
H 3.69328 -5.13558 2.39474
H 2.31681 -4.84446 1.16768
H 1.10526 -3.74504 4.86159
H -0.33416 -4.06871 3.81649
C 1.00903 -1.91453 -4.26658
C -0.42047 -2.47179 -4.08684
C -1.46339 -1.66720 -4.95292
S -0.44825 -0.64370 -6.09938
O -0.40431 0.69482 -5.54140
O -0.82566 -0.90519 -7.44090
C 1.15064 -1.37027 -5.70877
H 1.78585 -2.67784 -4.11605
H 1.17235 -1.16078 -3.53782
H -0.80188 -2.47569 -3.05658
H -0.47295 -3.53221 -4.42824
H -2.12700 -0.89529 -4.49394
H -2.02891 -2.27768 -5.63711
H 1.94877 -0.65451 -5.83613
H 1.30689 -2.09310 -6.50561
C -1.64117 3.78906 -3.80034
C -1.69887 3.45327 -5.34936
C -2.89273 2.54532 -5.56038
S -3.57009 2.08932 -3.97206
O -3.79978 0.63339 -3.90033
O -4.70557 2.98166 -3.79077
C -2.23862 2.60608 -3.03093
H -2.12287 4.73684 -3.71155
H -0.57513 3.91256 -3.56127
H -0.78309 2.97146 -5.70613
H -1.84972 4.39857 -5.88817
H -2.65266 1.62323 -6.05151
H -3.72052 3.06618 -6.05762
H -1.52627 1.77190 -3.05132
H -2.50952 2.73211 -1.96379
C 5.52885 -1.67936 -1.84739
C 4.48668 -2.74319 -2.07493
O 3.76887 -2.77423 -3.06283
C 4.35821 -3.77303 -1.01131
H 5.17389 -0.71385 -2.28460
H 6.43911 -1.90161 -2.35735
H 5.68838 -1.48140 -0.79944
H 5.33555 -4.23487 -0.76429
H 3.76716 -4.58247 -1.41990
H 3.84543 -3.42640 -0.08595
C 4.80810 0.32609 2.17412
C 5.76759 -0.49663 2.93128
O 6.49925 -1.29249 2.30374
C 5.90305 -0.21488 4.41653
H 3.85335 -0.14797 2.38067
H 5.01580 0.11187 1.12150
H 4.84063 1.41123 2.35192
H 6.09360 0.83028 4.56041
H 6.70247 -0.78836 4.83831
H 4.93743 -0.45721 4.90546
C 2.61915 2.45822 -4.25994
C 4.04505 2.18738 -4.63427
O 4.78373 3.02411 -5.10650
C 4.54417 0.77327 -4.33323
H 1.92968 1.74354 -4.74229
H 2.27587 3.44760 -4.46808
H 2.46562 2.31444 -3.14718
H 5.39647 0.67001 -3.69457
H 4.82228 0.45121 -5.35514
H 3.78649 0.05471 -4.01307
C -0.81419 -0.92930 0.26984
C 0.22558 -0.46736 -0.73346
O -0.00976 0.37388 -1.55959
C 1.63538 -1.05445 -0.50556
H -1.77645 -0.54055 0.07470
H -0.44545 -0.51569 1.22169
H -0.73911 -1.98063 0.48272
H 2.24794 -0.75208 -1.35360
H 1.64133 -2.11621 -0.34017
H 2.04516 -0.47550 0.35623
C 2.76714 2.98358 0.57636
C 3.92282 2.42589 -0.21305
O 3.71361 1.38180 -0.84129
C 5.24870 3.21228 -0.22257
H 2.88511 2.75299 1.63378
H 1.82940 2.80374 0.14505
H 2.75096 4.06179 0.67556
H 5.12955 4.26048 -0.55954
H 6.00949 2.66768 -0.76079
H 5.59213 3.21861 0.84012
C -4.06704 -5.35683 1.72288
C -4.51875 -3.96146 2.07841
O -5.59589 -3.51833 1.82571
C -3.44985 -3.06488 2.75881
H -4.58088 -6.07735 2.40863
H -2.97228 -5.55220 1.85098
H -4.41881 -5.61100 0.73953
H -3.89310 -2.17357 3.17465
H -2.77814 -2.83112 1.92376
H -2.90076 -3.58131 3.52848
C -5.68621 2.37156 0.60717
C -4.52866 1.44445 0.83660
O -3.65736 1.38649 0.01077
C -4.54379 0.52348 2.04552
H -6.62952 2.00089 0.89776
H -5.68845 2.66714 -0.46752
H -5.56022 3.32544 1.16643
H -4.93804 -0.43887 1.77114
H -5.22284 0.89315 2.82861
H -3.52391 0.49724 2.42465
```